(1)
A 2-piece molecular cluster, C19H42NO4P overall in a non-equilibrium geometry, computed with ωB97M-V with the def2-TZVPD basis set.

As for the total energy: -1446.12423 hartree. The value obtained for the LUMO energy is 0.71 eV. Its SMILES is CCCCCCCCC[C@H](OC=O)P(C)C.COCCNCCOC. As for the molar mass: 379.5 g/mol.

CARTESIAN COORDINATES (ANGSTROEM)
C: -2.7734 3.0288 -1.5385
C: -2.8839 4.5503 -1.7592
C: -1.5597 5.2962 -1.5650
C: -0.5021 4.9157 -2.6240
C: 0.5825 3.9452 -2.1096
C: 1.1037 2.9537 -3.1782
C: 1.1945 1.5191 -2.6550
C: 2.0667 1.3892 -1.3950
C: 2.7596 0.0346 -1.3140
C: 3.7747 -0.1314 -0.1724
O: 3.7780 -1.5225 0.2660
C: 4.1964 -2.3826 -0.6794
O: 3.5814 -3.3657 -1.0063
P: 3.5521 0.7425 1.4465
C: 3.6550 2.5515 1.1558
C: 1.8455 0.3619 1.9489
H: -2.6684 2.4997 -2.4878
H: -1.9219 2.7693 -0.9097
H: -3.6871 2.6507 -1.0783
H: -3.6181 4.9623 -1.0629
H: -3.2302 4.7321 -2.7786
H: -1.1781 5.0734 -0.5647
H: -1.7594 6.3677 -1.6411
H: -0.0114 5.8245 -2.9789
H: -1.0047 4.4718 -3.4877
H: 1.4176 4.5545 -1.7607
H: 0.1780 3.3638 -1.2806
H: 2.0856 3.2608 -3.5462
H: 0.4090 2.9573 -4.0226
H: 0.1875 1.1434 -2.4540
H: 1.6272 0.8861 -3.4366
H: 1.4573 1.5441 -0.5044
H: 2.8115 2.1908 -1.4142
H: 2.0246 -0.7731 -1.2612
H: 3.2897 -0.1068 -2.2647
H: 4.7890 0.0977 -0.5189
H: 5.1844 -2.1378 -1.1004
H: 3.8964 3.0208 2.1074
H: 2.7299 2.9978 0.7824
H: 4.4568 2.7422 0.4420
H: 1.6164 0.9884 2.8160
H: 1.0714 0.5282 1.1999
H: 1.8356 -0.6690 2.2992
C: -4.7480 -3.3689 2.1368
O: -3.7942 -3.6093 3.1490
C: -3.2774 -4.9324 3.1932
C: -1.8526 -5.0116 2.6885
N: -1.7695 -4.7817 1.2543
C: -0.4252 -4.5603 0.7256
C: 0.4334 -3.4373 1.2956
O: 0.0188 -2.1272 0.9545
C: -1.0866 -1.6266 1.6827
H: -5.2397 -2.4267 2.3734
H: -4.2946 -3.2770 1.1433
H: -5.5030 -4.1599 2.1048
H: -3.9274 -5.6182 2.6406
H: -3.2831 -5.2372 4.2428
H: -1.4681 -6.0133 2.9064
H: -1.2585 -4.2961 3.2722
H: -2.3553 -3.9969 1.0056
H: -0.5272 -4.3774 -0.3465
H: 0.1367 -5.4944 0.8314
H: 1.4263 -3.5433 0.8521
H: 0.5663 -3.5202 2.3823
H: -1.0749 -1.9542 2.7256
H: -2.0296 -1.9187 1.2123
H: -1.0259 -0.5383 1.6601

---

(2)
A single C6H10 molecule, computed with ωB97M-V with the def2-TZVPD basis set.

As for the total energy: -234.46023 hartree. The value obtained for the LUMO energy is 1.03 eV. The energy relative to the best compared isomer or geometry (same formula, charge and spin) is 3.8717 eV. As for the molar mass: 82.1 g/mol.

CARTESIAN COORDINATES (ANGSTROEM)
C: -0.2963 -1.9234 -0.1094
C: 0.0316 -0.4495 -0.0253
C: 0.7676 0.2417 -1.1495
C: 1.3974 0.8451 0.0835
C: 0.2155 1.6876 0.6387
C: -0.8921 0.6105 0.5762
H: 0.5755 -2.5087 -0.4170
H: -1.0866 -2.0810 -0.8522
H: -0.6490 -2.3096 0.8525
H: 1.4148 -0.4061 -1.7419
H: 0.1427 0.8865 -1.7708
H: 0.9555 -0.3782 0.7613
H: 0.3935 2.0679 1.6477
H: 0.0418 2.5469 -0.0202
H: -1.7648 0.8388 -0.0467
H: -1.2471 0.3317 1.5732

---

(3)
A single C4H9BO2 molecule in a non-equilibrium geometry, computed with ωB97M-V with the def2-TZVPD basis set.

As for the total energy: -333.16670 hartree. The value obtained for the LUMO energy is 0.41 eV. The energy relative to the best compared isomer or geometry (same formula, charge and spin) is 1.6420 eV. Its SMILES is CB(C)OC(C)=O. As for the molar mass: 99.9 g/mol.

CARTESIAN COORDINATES (ANGSTROEM)
C: -1.7943 1.2391 -0.5117
B: -0.6828 0.3567 0.1944
C: -1.1672 -0.7856 1.2187
O: 0.6385 0.6143 0.1388
C: 1.8620 0.2658 0.1111
C: 2.0484 -0.8550 -0.8692
O: 2.7167 1.0188 0.5619
H: -1.8039 1.1084 -1.5918
H: -1.4473 2.2357 -0.3115
H: -2.8615 1.0218 -0.1589
H: -2.0492 -1.2922 0.8302
H: -1.5176 -0.3061 2.2558
H: -0.3057 -1.3979 1.4876
H: 3.0916 -0.9947 -0.8291
H: 1.6016 -1.7612 -0.6823
H: 1.6710 -0.4682 -1.8440

---

(4)
A 7-piece molecular cluster, C41H79BCl3FO14S overall, computed with ωB97M-V with the def2-TZVPD basis set.

As for the total energy: -4566.35878 hartree. The value obtained for the LUMO energy is 0.51 eV. Its SMILES is CCC[C@H](C)[C@@]1(COO)[C@](COCC)([C@@H](Cl)[C@H](C)Cl)[C@@H](CCCF)[C@](B(O)OC)([C@@H](Cl)CC)OS1(=O)=O.CC(C)=O.CC(C)=O.CC(C)=O.CC(C)=O.CC(C)=O.CC(C)=O. As for the molar mass: 964.3 g/mol.

CARTESIAN COORDINATES (ANGSTROEM)
C: 0.1900 5.6309 4.1257
C: -1.2435 5.1101 4.1335
C: -1.3737 3.6847 3.5619
C: -2.8394 3.3695 3.2214
C: -3.5325 3.1430 4.5790
C: -3.2567 2.3565 2.0404
C: -4.4990 3.0666 1.3980
O: -5.2368 3.8296 2.3564
O: -5.0462 5.2314 2.0838
C: -2.0585 1.9340 0.9654
C: -1.4585 3.3000 0.5170
O: -1.2788 3.3473 -0.8706
C: -0.9560 4.6446 -1.3415
C: -0.6976 4.5348 -2.8269
C: -2.5380 1.0776 -0.3360
Cl: -3.8595 1.8470 -1.2749
C: -1.6706 0.6169 -1.5644
C: -2.5307 -0.3087 -2.4471
Cl: -0.1567 -0.2895 -1.2348
C: -0.9932 0.9477 1.6852
C: 0.4867 1.3717 1.9223
C: 1.3997 1.9130 0.7953
C: 2.2770 3.0483 1.2561
F: 3.1098 2.6083 2.3014
C: -1.4132 0.0681 2.9599
B: -0.4812 0.2585 4.2899
O: 0.8014 -0.2412 4.4113
O: -1.1082 0.8082 5.3511
C: -0.4300 1.0478 6.5759
C: -1.4695 -1.4414 2.5766
Cl: 0.1071 -2.0077 1.9295
C: -1.9128 -2.3478 3.7279
C: -3.4323 -2.5179 3.8865
O: -2.7561 0.2871 3.5149
S: -3.9659 0.8425 2.7027
O: -4.2660 -0.0551 1.6263
O: -4.9809 1.1085 3.6661
H: 0.8431 5.0341 4.7666
H: 0.2375 6.6669 4.4617
H: 0.6082 5.6018 3.1183
H: -1.8708 5.7864 3.5459
H: -1.6048 5.1269 5.1625
H: -0.7160 3.6259 2.7162
H: -1.0226 2.9887 4.3254
H: -3.2365 4.3178 2.8615
H: -3.3389 2.1538 4.9819
H: -3.1203 3.8676 5.2818
H: -4.6060 3.2894 4.5263
H: -5.1977 2.3572 0.9722
H: -4.1648 3.7435 0.6182
H: -5.7621 5.3998 1.4547
H: -0.4974 3.4795 0.9850
H: -2.0991 4.1280 0.8469
H: -1.7760 5.3342 -1.1028
H: -0.0576 5.0117 -0.8232
H: 0.2311 3.9979 -3.0081
H: -0.6038 5.5266 -3.2703
H: -1.5041 3.9993 -3.3237
H: -2.9611 0.1669 0.0557
H: -1.3764 1.4809 -2.1403
H: -2.9160 0.2369 -3.3058
H: -1.9235 -1.1310 -2.8184
H: -3.3687 -0.7341 -1.8945
H: -0.8655 0.1722 0.9455
H: 0.6015 2.0110 2.7996
H: 0.9486 0.4282 2.2077
H: 0.8696 2.2339 -0.0991
H: 2.0698 1.1165 0.4711
H: 1.7041 3.8801 1.6655
H: 2.9320 3.4027 0.4600
H: 1.5282 0.3559 4.2079
H: 0.4535 1.6701 6.4177
H: -1.1240 1.5734 7.2277
H: -0.1258 0.1107 7.0412
H: -2.1628 -1.5493 1.7403
H: -1.4676 -2.0030 4.6664
H: -1.4733 -3.3282 3.5429
H: -3.9752 -2.2034 2.9964
H: -3.8184 -1.9306 4.7194
H: -3.6529 -3.5633 4.0926
C: 1.3590 2.3350 -7.3742
C: 0.1191 2.6310 -6.5748
C: -1.2003 2.4285 -7.2834
O: 0.1663 2.9966 -5.4227
H: 2.2384 2.5245 -6.7627
H: 1.3550 1.2980 -7.7079
H: 1.3891 2.9591 -8.2687
H: -1.2827 1.3952 -7.6248
H: -1.2514 3.0678 -8.1664
H: -2.0229 2.6622 -6.6117
C: 5.2126 -2.2194 -2.1117
C: 4.2187 -1.5654 -3.0380
C: 2.8824 -1.2631 -2.4160
O: 4.4775 -1.3133 -4.1934
H: 6.1551 -2.4038 -2.6226
H: 5.3895 -1.5803 -1.2463
H: 4.8073 -3.1589 -1.7325
H: 3.0177 -0.6003 -1.5576
H: 2.4372 -2.1945 -2.0678
H: 2.2140 -0.7933 -3.1329
C: 3.0592 -0.8481 -11.6019
C: 2.4761 -0.8138 -10.2106
C: 2.6839 -2.0427 -9.3601
O: 1.8767 0.1508 -9.7974
H: 2.8482 0.0869 -12.1141
H: 4.1380 -1.0045 -11.5508
H: 2.6333 -1.6805 -12.1648
H: 3.7510 -2.2359 -9.2380
H: 2.2458 -2.9143 -9.8497
H: 2.2263 -1.9016 -8.3843
C: 3.5342 -4.6932 -5.0619
C: 2.7910 -5.0683 -3.8033
C: 2.9571 -6.4857 -3.3111
O: 2.1024 -4.2688 -3.2137
H: 3.3476 -3.6506 -5.3073
H: 4.6062 -4.8436 -4.9204
H: 3.2178 -5.3356 -5.8862
H: 4.0110 -6.6910 -3.1147
H: 2.6226 -7.1884 -4.0763
H: 2.3795 -6.6308 -2.4018
C: -4.1423 -7.0472 7.1259
C: -3.7309 -6.7601 5.7020
C: -3.4424 -7.9568 4.8278
O: -3.6383 -5.6313 5.2838
H: -4.3224 -6.1136 7.6522
H: -5.0475 -7.6567 7.1378
H: -3.3593 -7.6121 7.6348
H: -4.3250 -8.5957 4.7653
H: -2.6365 -8.5513 5.2617
H: -3.1586 -7.6256 3.8322
C: 6.9756 -2.5406 3.1688
C: 6.0082 -2.4219 2.0158
C: 4.7856 -1.5641 2.2451
O: 6.1990 -2.9834 0.9635
H: 7.8091 -3.1785 2.8864
H: 7.3463 -1.5530 3.4489
H: 6.4692 -2.9601 4.0397
H: 5.0817 -0.5431 2.4933
H: 4.2076 -1.9518 3.0861
H: 4.1649 -1.5579 1.3520